(1)
Density functional theory data (ωB97M-V with the def2-TZVPD basis set) for 2 unconnected molecules or ions with the total composition C9H17Br2 at a distorted geometry.

Element x y z (Å)
Br1 -2.2210 -3.1796 2.4389
Br2 -1.5105 0.4389 2.4024
C1 0.0926 3.2160 -0.1385
C2 -0.2032 2.2803 1.0199
C3 -0.5094 0.7909 0.7940
C4 -1.3357 0.4176 -0.4789
C5 -1.0430 -1.0655 -0.7011
C6 0.4535 -1.2343 -0.3632
C7 0.7597 -0.1265 0.7218
C8 0.7695 -2.6313 0.1600
C9 1.2995 -0.9776 -1.6260
H1 0.1110 4.2362 0.2806
H2 1.0856 2.9851 -0.5435
H3 -0.6753 3.1554 -0.9156
H4 0.6199 2.3723 1.7378
H5 -1.0725 2.7428 1.5363
H6 -2.4012 0.5546 -0.3511
H7 -1.0364 1.0358 -1.3486
H8 -1.6238 -1.7105 -0.0028
H9 -1.2453 -1.3887 -1.7441
H10 1.6529 0.4551 0.4315
H11 0.9785 -0.6632 1.6357
H12 1.8395 -2.7034 0.4320
H13 0.1383 -2.8554 1.0411
H14 0.5624 -3.3929 -0.6121
H15 2.3645 -1.0678 -1.3876
H16 1.0483 -1.7152 -2.3955
H17 1.1016 0.0310 -2.0233

Atomic forces in eV per Å
-0.093 0.170 0.114
-0.718 -1.327 0.758
0.453 -0.230 -0.042
-0.631 1.045 0.495
0.858 0.388 -1.000
0.119 -0.111 0.341
0.263 -0.400 -0.012
0.423 0.419 -0.289
-0.576 -0.407 -1.027
-0.021 -0.167 0.187
-0.262 0.169 0.217
0.052 -0.341 -0.387
-0.237 0.214 -0.306
0.227 0.128 0.035
-0.103 -0.228 0.012
0.447 -0.405 -0.297
-0.238 0.365 0.166
0.130 -0.333 0.499
0.124 0.559 -0.508
-0.036 0.112 0.623
-0.394 -0.103 0.146
-0.034 0.372 0.478
-0.465 -0.059 -0.031
0.492 0.018 -0.392
0.062 0.239 0.274
-0.083 0.085 -0.111
0.090 0.114 0.024
0.151 -0.287 0.035

Summary:
Largest force on an atom   1.69 eV/A
Energy above the lowest of the compared OMol25 structures with the same formula, charge and spin   7.5 kcal per mole
E   -149693.02564 eV
Spin multiplicity   2
HOMO level (alpha / beta)   -9.950 / -9.951 eV

(2)
Density functional theory data (ωB97M-V with the def2-TZVPD basis set) for 2 unconnected molecules or ions with the total composition C9H17BrN3O3.

Element x y z (Å)
C1 5.0918 1.2529 0.6903
C2 3.9491 2.2466 0.4217
C3 2.6403 1.5045 0.2371
N1 1.4687 2.4390 0.3131
C4 0.3603 1.9797 0.9344
N2 -0.3190 2.5451 1.9293
C5 -1.4344 1.7889 2.2357
C6 -1.4320 0.7086 1.4339
C7 -2.4111 -0.4259 1.3984
C8 -2.0654 -1.5252 0.4071
O1 -1.2024 -2.3194 0.5888
Br1 -3.1539 -1.5623 -1.1698
N3 -0.3029 0.8669 0.6249
O2 0.0339 0.0754 -0.4302
H1 6.0058 1.5424 0.1849
H2 4.8234 0.2501 0.3571
H3 5.2748 1.1795 1.7593
H4 3.8442 2.8974 1.2927
H5 4.1643 2.8662 -0.4453
H6 2.5579 0.7541 1.0297
H7 2.6070 0.9824 -0.7161
H8 1.7647 3.2913 0.7766
H9 -0.0704 3.4152 2.3702
H10 -2.1425 2.0368 3.0032
H11 -2.4700 -0.9166 2.3692
H12 -3.3963 -0.0250 1.1727
H13 0.6714 -0.5785 -0.1009
C9 -3.9724 -4.8481 -3.8920
O3 -5.0299 -3.9027 -3.7718
H14 -4.3270 -5.6387 -4.5473
H15 -3.0802 -4.3996 -4.3373
H16 -3.7125 -5.2864 -2.9247
H17 -4.7356 -3.1947 -3.1947

Atomic forces in eV per Å
-0.323 -0.022 0.031
0.083 -0.173 0.118
-0.247 -0.172 -0.132
0.436 -0.009 0.699
0.106 0.096 -0.380
-0.093 0.449 0.214
-0.315 -0.375 0.039
-0.021 -0.041 0.059
-0.256 0.064 -0.306
0.394 -0.361 0.175
-0.195 0.224 -0.048
-0.053 0.081 -0.059
-0.019 -0.637 0.077
0.038 0.239 -0.147
0.112 0.034 0.044
0.074 -0.024 -0.168
0.150 -0.003 0.035
0.056 0.190 -0.050
-0.078 0.082 -0.064
-0.070 0.012 0.077
0.059 0.058 -0.101
0.039 0.178 -0.330
0.032 0.032 0.029
0.076 0.213 0.086
0.156 0.040 0.104
-0.027 0.006 -0.037
-0.110 -0.162 0.035
-0.064 0.109 0.046
0.057 -0.067 -0.029
-0.011 -0.012 -0.012
0.015 -0.030 -0.005
0.020 -0.023 -0.014
-0.022 0.002 0.013

Summary:
Largest force on an atom   0.82 eV/A
Energy above the lowest of the compared OMol25 structures with the same formula, charge and spin   0.0 kcal per mole
E   -90255.67059 eV
Net charge   +1
HOMO level   -11.997 eV

(3)
Density functional theory data (ωB97M-V with the def2-TZVPD basis set) for 2 unconnected molecules or ions with the total composition C9H17Cl3N3S at a distorted geometry.

Element x y z (Å)
C1 4.3880 -0.9755 -1.5971
C2 4.1800 -0.7102 -0.0318
N1 4.1058 0.7259 0.3243
C3 2.8299 1.3012 0.0906
C4 1.7242 0.9969 0.9707
N2 0.6709 1.7650 0.4179
C5 -0.6438 1.7036 1.1296
S1 -2.0910 1.8994 0.0186
C6 -2.3867 0.2913 -0.8488
C7 -3.9462 -0.0002 -0.7817
C8 1.0374 2.4782 -0.6611
N3 2.3742 2.1944 -0.8771
H1 5.4301 -1.3408 -1.8093
H2 3.6904 -1.7913 -1.9373
H3 4.2436 -0.0412 -2.1945
H4 3.3239 -1.3165 0.3424
H5 5.1105 -1.1131 0.4592
H6 4.8702 1.2717 -0.0731
H7 1.6834 0.3389 1.8567
H8 -0.6465 2.4503 1.9705
H9 -0.7269 0.6927 1.6116
H10 -2.0852 0.3189 -1.9265
H11 -1.8780 -0.5465 -0.3070
H12 -4.2266 -0.3686 0.2390
H13 -4.2061 -0.7855 -1.5355
H14 -4.5518 0.9245 -0.9647
H15 0.3848 3.1738 -1.2365
H16 2.9405 2.5808 -1.6349
C9 -5.1762 -3.1673 1.8815
Cl1 -5.9307 -2.7393 0.3416
Cl2 -5.3309 -4.8969 2.1914
Cl3 -3.4718 -2.6831 1.8977
H17 -5.6895 -2.6314 2.6735

Atomic forces in eV per Å
-0.043 -0.448 0.395
1.734 -1.041 -1.018
-1.351 0.539 -1.029
-1.259 -1.294 2.753
1.698 2.086 -3.480
0.290 -0.900 0.876
-0.774 -0.596 -0.068
0.347 0.191 0.247
-0.918 -0.826 0.181
0.313 0.183 0.322
0.700 -0.660 0.780
-0.844 -0.220 0.709
-0.990 0.427 0.277
0.632 0.998 0.133
-0.110 -0.802 0.413
0.494 0.949 -0.097
-1.094 0.433 -0.194
-0.191 -0.313 0.094
-0.183 0.735 -0.818
-0.198 -0.466 -1.141
0.371 0.899 -0.550
0.092 0.186 1.099
-0.156 0.790 -0.553
0.328 0.323 -0.972
0.188 0.712 0.648
0.572 -0.791 -0.071
0.760 -0.836 0.624
-0.381 -0.191 0.410
-0.156 -0.201 -0.060
-0.003 -0.040 0.136
0.027 0.175 0.003
0.016 0.034 0.042
0.089 -0.034 -0.090

Summary:
Largest force on an atom   4.40 eV/A
E   -62474.32418 eV
Net charge   +1
HOMO level   -12.362 eV

(4)
Density functional theory data (ωB97M-V with the def2-TZVPD basis set) for C9H17F2O3P in the gas phase at a distorted geometry.

Element x y z (Å)
C1 -1.3123 2.1504 -1.4879
C2 -0.3946 2.0571 -0.3097
C3 -0.8082 0.9700 0.8109
C4 0.0646 0.9924 2.0701
C5 -0.8681 -0.4403 0.1387
O1 0.3760 -0.7028 -0.5028
P1 2.3054 -0.5958 -0.3035
C6 2.6389 -0.8819 -2.0315
C7 2.6284 -1.9919 0.8668
O2 2.8654 0.6233 0.3081
O3 -1.1515 -1.4319 1.0930
C8 -2.5173 -1.7557 0.5969
C9 -2.4968 -0.7081 -0.4709
F1 -3.3303 0.3181 -0.2606
F2 -2.8032 -1.1028 -1.7230
H1 -1.4557 1.2894 -2.0468
H2 -0.9277 3.0420 -1.9349
H3 -2.2107 2.4574 -1.1299
H4 -0.3013 2.9843 0.3201
H5 0.6545 1.8944 -0.5069
H6 -1.8726 1.2826 1.0765
H7 0.0624 -0.0616 2.3617
H8 1.0542 1.3766 1.9281
H9 -0.4294 1.6354 2.8496
H10 2.9237 0.1748 -2.3902
H11 3.3393 -1.6345 -2.2383
H12 1.6630 -1.2221 -2.2957
H13 2.0439 -1.6237 1.7390
H14 2.3093 -2.9219 0.4151
H15 3.5954 -1.8998 1.3730
H16 -3.1645 -1.5456 1.3977
H17 -2.4803 -2.7276 0.2871

Atomic forces in eV per Å
2.391 1.691 1.281
0.611 -1.094 3.648
-1.185 1.461 -1.939
-1.533 0.006 0.239
0.760 1.770 0.647
1.189 -0.416 -0.594
-1.976 -0.264 2.201
-0.651 2.591 0.687
-0.932 1.855 0.203
-0.430 0.061 -0.617
-1.207 -0.749 -0.594
2.343 2.135 1.293
2.084 0.114 -0.326
-0.134 0.439 0.470
0.697 -0.449 -0.112
0.274 -1.426 -1.403
0.110 0.178 -1.650
-3.043 0.683 1.010
-0.679 -0.280 -0.913
0.292 -0.390 -0.666
1.325 -0.680 -0.088
0.398 0.310 0.762
0.607 -0.009 -0.333
0.470 -0.815 -0.584
-0.538 -1.845 0.089
1.221 -0.799 -0.111
-0.691 0.022 -1.153
-0.567 -0.777 -0.662
0.128 -0.356 0.559
0.407 -0.402 -1.122
-1.308 0.000 0.759
-0.433 -2.566 -0.985

Summary:
Largest force on an atom   3.86 eV/A
Energy above the lowest of the compared OMol25 structures with the same formula, charge and spin   47.7 kcal per mole
E   -30473.05069 eV
HOMO level   -9.418 eV

(5)
Density functional theory data (ωB97M-V with the def2-TZVPD basis set) for 2 unconnected molecules or ions with the total composition C9H17FNO5S at a distorted geometry.

Element x y z (Å)
C1 2.5443 -3.0320 0.3589
C2 3.5232 -2.3145 -0.5095
O1 4.0218 -2.7988 -1.4854
N1 3.8144 -0.9832 -0.0938
C3 2.8661 -0.0262 -0.7267
C4 2.7155 1.2294 0.1092
C5 1.6904 2.1943 -0.5089
C6 0.6621 2.7520 0.4885
O2 -0.6980 2.4221 0.1721
S1 -1.0259 0.8566 0.5208
O3 -0.5495 0.0538 -0.5805
O4 -2.5851 1.1209 0.3518
C7 -3.4217 0.1788 1.0690
C8 -4.3045 -0.6628 0.1581
C9 -5.0910 0.0738 -0.8367
O5 -3.9143 -0.7837 -1.1771
H1 2.8267 -2.9308 1.4027
H2 1.5682 -2.5574 0.2514
H3 2.4808 -4.0786 0.0883
H4 4.7493 -0.7976 -0.4400
H5 3.2266 0.2196 -1.7264
H6 1.8926 -0.5011 -0.8330
H7 2.4322 0.9399 1.1197
H8 3.6820 1.7280 0.1861
H9 2.2224 3.0454 -0.9313
H10 1.1600 1.7243 -1.3313
H11 0.6959 3.8371 0.4817
H12 0.8839 2.4313 1.5081
H13 -4.0850 0.7642 1.6994
H14 -2.8062 -0.4918 1.6697
H15 -4.7863 -1.5366 0.6581
H16 -5.9559 -0.3747 -1.2990
H17 -4.7684 1.0621 -1.1396
F1 -5.6663 -2.7639 1.3256

Atomic forces in eV per Å
-0.240 0.016 0.162
-0.361 0.369 0.390
0.685 -0.482 -0.498
-0.003 -0.043 -0.189
0.315 -0.117 0.432
-0.114 0.043 -0.299
0.192 0.297 0.290
0.087 0.129 -0.248
0.163 -0.106 0.038
-0.344 0.118 0.158
0.211 -0.097 -0.122
0.020 0.078 0.004
-0.397 -0.661 -0.289
-0.362 0.794 0.521
1.703 -0.907 -1.425
-0.158 -0.013 -0.051
0.057 0.032 0.087
-0.124 -0.041 0.007
-0.077 -0.063 -0.137
-0.014 0.166 -0.108
-0.120 0.044 -0.174
-0.079 -0.034 0.009
-0.087 -0.061 0.082
0.128 -0.027 0.115
0.042 0.036 -0.144
-0.116 -0.093 -0.027
-0.166 0.105 0.027
0.031 -0.097 0.081
0.134 0.020 0.283
0.101 0.096 0.149
-0.088 -0.265 0.071
-0.462 0.263 0.375
-0.618 0.407 0.361
0.062 0.097 0.069

Summary:
Largest force on an atom   2.40 eV/A
E   -34887.35803 eV
Net charge   -1
HOMO level   -4.201 eV

(6)
Density functional theory data (ωB97M-V with the def2-TZVPD basis set) for a molecular structure, C9H17Li3O9P at a distorted geometry.

Element x y z (Å)
Li1 0.3664 -0.0668 -3.9218
Li2 1.5779 -3.0340 -2.4454
Li3 -0.0363 -1.1028 -1.1506
P1 2.0166 -0.6328 -2.1833
O1 3.2996 0.2786 -2.2720
O2 2.0630 -1.4253 -3.4658
O3 0.7144 0.2908 -2.1363
O4 1.7827 -1.6576 -1.1022
O5 -2.4128 -3.9362 -2.7702
C1 -1.2053 -3.4146 -2.6015
O6 -0.1830 -4.1292 -2.7494
O7 -1.0402 -2.2702 -2.2571
H1 -1.9995 -4.7925 -2.9027
C2 -0.4496 2.6337 0.3409
C3 0.6815 2.6451 1.3487
C4 1.9525 2.6657 0.5170
O8 1.5654 3.0777 -0.7881
C5 0.2068 3.4811 -0.6947
H2 -1.3145 3.0260 0.8759
H3 -0.5525 1.6798 -0.1764
H4 0.6108 1.7667 1.9902
H5 0.6452 3.4368 2.0970
H6 2.4401 1.6914 0.4828
H7 2.6471 3.3735 0.9695
H8 -0.1722 3.2799 -1.6967
H9 0.1953 4.5574 -0.5232
C6 -0.5958 -1.0508 3.0023
C7 -1.8114 -0.3747 2.4763
C8 -2.0391 -1.0640 1.1503
O9 -0.7250 -1.0060 0.6899
C9 0.3181 -1.0788 1.7212
H10 -0.7794 -2.0916 3.2692
H11 -0.1986 -0.4728 3.8367
H12 -1.6054 0.6866 2.3372
H13 -2.6409 -0.3612 3.1833
H14 -2.5797 -0.3200 0.5653
H15 -2.4924 -2.0476 1.2732
H16 0.9489 -0.1975 1.8372
H17 0.8013 -2.0439 1.8736

Atomic forces in eV per Å
0.823 -0.589 0.827
-0.490 0.414 -0.213
-0.298 -0.170 0.170
4.642 5.572 -0.798
-2.325 -1.573 1.608
-1.942 -1.832 -2.998
-0.593 -0.357 -0.734
-0.239 -1.686 2.218
-0.292 -0.752 -0.226
3.244 0.920 0.666
0.143 -2.320 -0.696
-1.634 3.879 0.811
-1.131 -1.569 -0.474
0.698 0.468 0.513
0.169 -1.463 1.242
0.238 -0.053 0.236
-0.122 -0.087 0.878
0.261 0.720 -2.120
-0.461 -0.088 -0.748
-0.341 -0.343 0.642
0.231 -0.295 -0.030
-0.242 0.599 -0.445
-0.004 -0.048 -0.372
0.314 0.192 -0.164
-0.315 0.213 -0.051
-0.367 0.313 0.317
0.745 0.166 -0.199
-1.470 0.288 1.289
0.195 2.266 1.432
2.798 -0.967 -1.563
-2.562 -0.182 2.690
-0.241 0.086 0.423
0.360 -0.340 0.072
0.186 0.050 -0.419
-0.285 -0.435 0.001
-0.495 -0.825 -0.594
0.097 -0.119 -0.466
0.183 -0.301 -1.283
0.523 0.249 -1.448

Summary:
Largest force on an atom   7.30 eV/A
Energy above the lowest of the compared OMol25 structures with the same formula, charge and spin   67.8 kcal per mole
E   -37949.42620 eV
Net charge   -1
HOMO level   -3.390 eV

(7)
Density functional theory data (ωB97M-V with the def2-TZVPD basis set) for 2 unconnected molecules or ions with the total composition C9H17N2 at a distorted geometry.

Element x y z (Å)
C1 -2.9434 1.8608 -0.8386
C2 -1.8347 1.4097 -0.3125
C3 3.6794 0.5064 -0.2634
C4 2.6542 -0.1059 0.3012
C5 -1.2849 0.5336 1.8488
C6 -1.7119 -2.8359 -0.3798
C7 0.5532 0.1844 -1.5707
C8 1.4683 0.6514 0.7371
C9 -1.0220 0.6961 0.3959
N1 -0.9721 -2.0710 0.2856
N2 0.2875 0.2204 -0.1077
H1 -2.9512 2.9629 -1.0281
H2 4.6405 0.1446 -0.5943
H3 3.7155 1.6109 -0.4327
H4 2.7347 -1.2207 0.5700
H5 -0.9304 1.3659 2.4552
H6 -0.8895 -0.4802 2.1341
H7 -2.3347 0.4801 1.9025
H8 -1.9099 -3.7329 0.0097
H9 -3.6085 1.2991 -1.3929
H10 -2.0235 -2.4896 -1.4513
H11 0.5502 1.1755 -2.0655
H12 1.4903 -0.3296 -1.5194
H13 -0.2214 -0.3955 -2.1028
H14 1.5317 1.7206 0.5584
H15 1.1072 0.5036 1.7512
H16 -0.6718 -2.4128 1.2733
H17 -0.1239 -0.7630 0.0830

Atomic forces in eV per Å
2.622 2.966 -0.064
-1.485 -0.684 -0.845
0.781 1.916 -0.356
1.401 -1.714 1.073
1.097 -1.541 -0.040
0.761 3.486 -3.015
-1.089 0.502 0.036
-1.554 0.015 -0.629
1.139 2.385 -0.137
1.179 0.127 2.248
-2.031 -0.321 0.223
-0.464 -0.894 0.438
-0.154 -1.013 0.189
-0.702 -0.840 0.241
-0.317 1.726 -0.564
0.225 -0.291 0.116
-0.257 1.226 0.441
-1.318 -0.031 0.555
-1.487 -3.673 0.954
-1.435 -1.357 -0.690
0.380 -0.882 2.108
0.436 -0.405 0.640
0.535 -0.054 -1.295
0.332 0.033 0.574
0.410 0.149 0.036
0.583 -0.165 0.176
-0.912 0.093 -2.210
1.325 -0.757 -0.201

Summary:
Largest force on an atom   4.67 eV/A
Energy above the lowest of the compared OMol25 structures with the same formula, charge and spin   119.4 kcal per mole
E   -12577.99415 eV
Net charge   +1
HOMO level   -13.281 eV

(8)
Density functional theory data (ωB97M-V with the def2-TZVPD basis set) for a gas-phase ion, C9H17N2 (charge +1) at a distorted geometry.

Element x y z (Å)
C1 1.7134 0.2537 -2.8880
C2 1.4440 0.2140 -1.7280
C3 -3.3158 -0.4230 1.9970
C4 -2.4151 0.3211 1.3681
C5 1.5287 -1.6771 -0.1500
C6 2.0989 1.9855 0.2993
C7 -1.2670 -0.4807 -1.3631
C8 -1.0787 -0.1832 1.0998
C9 1.1886 -0.2200 -0.2833
N1 1.6316 0.6729 0.6782
N2 -0.5168 0.1067 -0.2492
H1 1.4423 0.3886 -3.8875
H2 -4.3379 -0.1698 2.1907
H3 -2.9521 -1.3161 2.4677
H4 -2.9419 1.1252 0.8437
H5 1.0292 -2.0633 0.7136
H6 2.6308 -1.9707 -0.1668
H7 1.2095 -2.3089 -0.9464
H8 2.1068 2.6938 1.1999
H9 3.2351 1.8613 -0.0097
H10 1.5333 2.5749 -0.4418
H11 -2.3100 -0.0366 -1.6860
H12 -0.7434 -0.3449 -2.3087
H13 -1.2623 -1.5470 -1.1629
H14 -0.8012 -1.1884 1.4686
H15 -0.4273 0.3975 1.7389
H16 2.0437 0.2819 1.4718
H17 -0.4666 1.0528 -0.2657

Atomic forces in eV per Å
0.009 0.355 -1.561
-0.050 -1.163 5.271
-1.481 -2.604 2.382
0.416 1.172 -2.500
1.162 -0.276 0.622
2.409 1.550 1.437
-1.600 0.402 -1.577
0.181 0.572 0.599
3.457 -0.413 -6.059
-0.808 1.814 -0.586
-4.000 -3.320 0.890
0.266 0.117 -1.158
-0.317 0.237 -0.260
-0.212 -0.524 0.283
1.363 0.560 -0.085
0.076 -0.594 0.963
-1.067 0.958 0.602
-0.826 0.122 -0.964
0.101 -1.296 -0.904
-2.163 0.467 0.174
0.126 -1.094 -0.131
1.761 -0.896 1.484
0.524 0.058 0.366
-0.629 -0.119 -0.089
-0.856 0.098 -0.552
1.149 0.738 0.537
0.810 -0.613 1.491
0.199 3.693 -0.675

Summary:
Largest force on an atom   6.99 eV/A
Energy above the lowest of the compared OMol25 structures with the same formula, charge and spin   118.2 kcal per mole
E   -12571.67517 eV
Net charge   +1
Spin multiplicity   3
HOMO level (alpha / beta)   -7.171 / -12.570 eV